<w>
The following is a DFT calculation (ωB97M-V/def2-TZVPD) of a single C5H5N5O molecule.

Results
LUMO (eV): 0.13
HOMO level (eV): -8.29
Gap between HOMO and LUMO (Eh): 0.30927

Atoms and positions in Å:
N (-0.0541, -2.2010, -2.5872)
C (-0.0089, -1.2519, -1.5554)
N (-0.2510, -1.5055, -0.3228)
C (-0.0184, -0.3244, 0.3331)
C (-0.2096, -0.0010, 1.7458)
O (-0.6792, -0.7511, 2.5494)
N (0.1190, 1.3342, 2.0936)
C (0.2521, 2.2066, 1.1480)
N (0.3573, 1.9323, -0.1910)
C (0.2854, 0.6146, -0.5602)
N (0.2658, 0.0526, -1.7776)
H (-0.7278, -1.9729, -3.3997)
H (-0.2151, -3.0991, -2.1483)
H (0.2005, 3.2644, 1.4268)
H (0.6443, 2.6315, -0.8205)
H (0.6675, 0.4332, -2.6257)

***

<x>
The following is a DFT calculation (ωB97M-V/def2-TZVPD) of a single C5H5N5O molecule.

Results
LUMO (eV): 0.22
HOMO level (eV): -8.67
Gap between HOMO and LUMO (Eh): 0.32698

Atoms and positions in Å:
N (-1.1163, -1.8205, 1.1390)
C (-0.3314, -0.7629, 0.8966)
C (-0.6611, 0.5083, 1.1556)
C (0.2095, 1.6158, 1.0429)
O (-0.0866, 2.8834, 1.5566)
C (1.2247, 1.3552, 0.2090)
N (2.2902, 2.0404, -0.3888)
N (3.1659, 1.1497, -0.9879)
N (2.7251, -0.0612, -0.8138)
C (1.5150, 0.0109, -0.0844)
N (0.8050, -1.0173, 0.2574)
H (-0.5155, -2.6314, 0.9239)
H (-2.0567, -1.8365, 0.7611)
H (-1.6604, 0.5956, 1.6809)
H (0.6407, 3.3963, 1.5502)
H (2.3186, 3.0411, -0.4315)

***

What is the stability order? It is <w>, <x>, from most stable to least stable.

***

<w>
The following is a DFT calculation (ωB97M-V/def2-TZVPD) of a single C27H32N4O6 molecule.

Results
LUMO (eV): 0.62
HOMO level (eV): -7.38
Gap between HOMO and LUMO (Eh): 0.29404

Atoms and positions in Å:
C (-1.4134, -1.1356, 5.6724)
C (-0.3051, -0.1660, 5.2741)
O (-0.2806, 0.0961, 3.8859)
C (0.1662, -0.8684, 3.0135)
C (0.8151, -2.0341, 3.3774)
C (1.2594, -2.9660, 2.4320)
N (1.9514, -4.1188, 2.7951)
C (2.4401, -4.3002, 4.1465)
C (1.3974, -4.9833, 5.0435)
O (0.9906, -6.2136, 4.4883)
C (0.4761, -6.0354, 3.1849)
C (1.5148, -5.3971, 2.2555)
C (1.0447, -2.6651, 1.0737)
O (1.4653, -3.5068, 0.0580)
C (2.8670, -3.5002, -0.1723)
C (3.3559, -2.1805, -0.7583)
C (0.3779, -1.5071, 0.7082)
C (-0.0686, -0.6023, 1.6551)
N (-0.7428, 0.5858, 1.3429)
C (-0.9533, 1.1437, 0.1317)
O (-0.5880, 0.7009, -0.9336)
C (-1.7402, 2.4655, 0.2305)
N (-1.9975, 2.9495, -1.0969)
C (-2.9507, 2.3403, -1.9285)
O (-3.7758, 1.5441, -1.5685)
N (-2.7886, 2.8944, -3.1533)
C (-1.6253, 3.7433, -3.2399)
C (-1.8985, 5.1290, -3.8629)
C (-0.6431, 5.4860, -4.6743)
C (0.0325, 4.1677, -4.9043)
C (1.0729, 3.8599, -5.7588)
C (1.5647, 2.5622, -5.7721)
C (1.0355, 1.5924, -4.9359)
C (-0.0084, 1.8945, -4.0731)
C (-0.5035, 3.1831, -4.0833)
C (-1.1736, 3.7965, -1.7801)
O (-0.2861, 4.4575, -1.3059)
H (-2.3795, -0.7378, 5.3720)
H (-1.4085, -1.2757, 6.7497)
H (-1.2769, -2.0996, 5.1886)
H (0.6725, -0.5241, 5.6193)
H (-0.4865, 0.8129, 5.7270)
H (0.9805, -2.2351, 4.4217)
H (2.7602, -3.3468, 4.5660)
H (3.3149, -4.9580, 4.0816)
H (1.8195, -5.2151, 6.0232)
H (0.5192, -4.3314, 5.1729)
H (0.1985, -7.0294, 2.8316)
H (-0.4218, -5.3978, 3.2204)
H (1.0911, -5.2600, 1.2631)
H (2.3892, -6.0538, 2.1898)
H (3.4038, -3.7207, 0.7592)
H (3.0320, -4.3164, -0.8804)
H (2.8100, -1.9515, -1.6698)
H (4.4160, -2.2503, -0.9865)
H (3.1985, -1.3704, -0.0497)
H (0.2207, -1.3078, -0.3381)
H (-1.0599, 1.0812, 2.1658)
H (-1.1494, 3.2181, 0.7589)
H (-2.6938, 2.2942, 0.7366)
H (-3.2332, 2.5066, -3.9683)
H (-2.1177, 5.8717, -3.0977)
H (-2.7665, 5.0418, -4.5182)
H (-0.8841, 6.0016, -5.6043)
H (0.0177, 6.1301, -4.0901)
H (1.4969, 4.6154, -6.4036)
H (2.3764, 2.3080, -6.4378)
H (1.4411, 0.5921, -4.9509)
H (-0.4098, 1.1505, -3.4016)

***

<x>
The following is a DFT calculation (ωB97M-V/def2-TZVPD) of a single C27H32N4O6 molecule.

Results
LUMO (eV): 0.65
HOMO level (eV): -7.16
Gap between HOMO and LUMO (Eh): 0.28720

Atoms and positions in Å:
C (-2.9218, -0.6957, -2.4501)
C (-2.6028, 0.4738, -3.3739)
O (-1.3502, 1.0584, -3.0696)
C (-1.2000, 1.6568, -1.8384)
C (-2.1362, 2.4886, -1.2532)
C (-1.9151, 3.1129, -0.0253)
N (-2.9185, 3.9636, 0.4429)
C (-2.6350, 5.0506, 1.3531)
C (-3.7040, 6.1280, 1.1386)
O (-5.0033, 5.6242, 1.3546)
C (-5.2673, 4.5421, 0.4930)
C (-4.2407, 3.4232, 0.6846)
C (-0.6878, 2.8858, 0.6306)
O (-0.5095, 3.4824, 1.8509)
C (0.6685, 3.2368, 2.5935)
C (0.6615, 1.8777, 3.2878)
C (0.2647, 2.0755, 0.0300)
C (0.0212, 1.4497, -1.1838)
N (0.9286, 0.5863, -1.8055)
C (2.1743, 0.2514, -1.4224)
O (2.7606, 0.6748, -0.4475)
C (2.8200, -0.7905, -2.3583)
N (2.4757, -2.1221, -1.9107)
C (1.1910, -2.6627, -2.0013)
O (0.2355, -2.1217, -2.5029)
N (1.2531, -3.9004, -1.4614)
C (2.5331, -4.1910, -0.8671)
C (3.1525, -5.5416, -1.2773)
C (3.9768, -5.9990, -0.0639)
C (3.3502, -5.2770, 1.0908)
C (3.5055, -5.4930, 2.4457)
C (2.8344, -4.6664, 3.3361)
C (2.0265, -3.6371, 2.8813)
C (1.8697, -3.4128, 1.5210)
C (2.5312, -4.2468, 0.6433)
C (3.3587, -2.9821, -1.3137)
O (4.5401, -2.8123, -1.1822)
H (-3.8307, -1.1921, -2.7784)
H (-3.0583, -0.3431, -1.4293)
H (-2.0969, -1.4043, -2.4675)
H (-3.4043, 1.2225, -3.3454)
H (-2.4918, 0.1255, -4.4038)
H (-3.0662, 2.6888, -1.7618)
H (-1.6533, 5.4649, 1.1312)
H (-2.6590, 4.7243, 2.4032)
H (-3.5742, 6.9467, 1.8481)
H (-3.6238, 6.5169, 0.1118)
H (-6.2734, 4.1954, 0.7362)
H (-5.2398, 4.8838, -0.5535)
H (-4.4458, 2.6033, -0.0031)
H (-4.3202, 3.0451, 1.7181)
H (1.5585, 3.3470, 1.9638)
H (0.6765, 4.0332, 3.3441)
H (1.5474, 1.7835, 3.9094)
H (0.6562, 1.0698, 2.5612)
H (-0.2231, 1.7874, 3.9139)
H (1.2146, 1.8895, 0.4992)
H (0.5112, 0.1034, -2.5970)
H (3.9069, -0.7068, -2.2864)
H (2.4870, -0.6525, -3.3900)
H (0.4298, -4.4516, -1.2881)
H (3.7579, -5.4477, -2.1769)
H (2.3413, -6.2446, -1.4751)
H (3.9676, -7.0817, 0.0606)
H (5.0144, -5.6748, -0.1678)
H (4.1385, -6.2899, 2.8062)
H (2.9468, -4.8255, 4.3981)
H (1.5180, -3.0003, 3.5890)
H (1.2468, -2.6065, 1.1607)

***

What is the stability order? It is <w>, <x>, from most stable to least stable.

***

<w>
The following is a DFT calculation (ωB97M-V/def2-TZVPD) of a single C10H18N2O5 molecule.

Results
LUMO (eV): 0.49
HOMO level (eV): -9.47
Gap between HOMO and LUMO (Eh): 0.36583

Atoms and positions in Å:
C (2.3168, -2.8569, 0.9695)
C (2.5686, -1.4241, 0.3121)
C (2.6707, -1.4298, -1.1934)
C (1.5839, -0.3788, 0.8509)
N (0.2466, -0.8824, 0.5122)
C (-0.8733, -0.4740, 1.2225)
O (-0.7692, -0.1006, 2.4183)
C (-2.1081, -0.5404, 0.3629)
N (-3.2129, -0.4164, 1.3162)
C (-2.1541, 0.5150, -0.7754)
C (-2.0640, 1.9183, -0.3342)
C (-1.7939, 2.9311, -1.3691)
O (-0.6627, 3.0308, -1.8242)
O (-2.8127, 3.8751, -1.5855)
C (1.8524, 1.0540, 0.1950)
O (2.5862, 1.8166, 0.7153)
O (0.9964, 1.2652, -0.6673)
H (3.1100, -3.6217, 0.7097)
H (2.3748, -2.7081, 2.1090)
H (1.3585, -3.4191, 0.6292)
H (3.6132, -1.1855, 0.8075)
H (2.6896, -0.4504, -1.5999)
H (1.9136, -1.9612, -1.5826)
H (3.6079, -1.8379, -1.5373)
H (1.7109, -0.1618, 1.9285)
H (0.1142, -0.9350, -0.4869)
H (-2.1887, -1.5021, -0.2181)
H (-3.8056, -1.2393, 1.2125)
H (-2.8244, -0.3166, 2.2762)
H (-1.2511, 0.3519, -1.3327)
H (-3.0183, 0.3851, -1.4637)
H (-1.4155, 2.0068, 0.5890)
H (-3.0505, 2.1618, 0.0263)
H (-2.4897, 4.3780, -2.3258)
H (1.1803, 2.1527, -0.8667)

***

<x>
The following is a DFT calculation (ωB97M-V/def2-TZVPD) of a single C10H18N2O5 molecule.

Results
LUMO (eV): 0.57
HOMO level (eV): -9.47
Gap between HOMO and LUMO (Eh): 0.36906

Atoms and positions in Å:
C (-0.1030, -2.1837, 2.6124)
C (1.1421, -1.9178, 1.7952)
C (1.0950, -1.6753, 0.2874)
C (2.4987, -1.1888, -0.2086)
C (0.0586, -0.5997, -0.0291)
N (0.2609, 0.5547, 0.8204)
C (0.0231, 1.8323, 0.4418)
O (-0.2359, 2.6611, 1.2843)
C (0.2571, 2.3452, -0.9400)
N (0.9382, 1.4668, -1.9573)
C (-1.1151, 2.7695, -1.4580)
C (-2.0238, 1.5239, -1.5684)
O (-3.0456, 1.3376, -0.9256)
O (-1.5912, 0.5564, -2.3963)
C (-1.3908, -1.0666, 0.1111)
O (-1.6944, -2.1445, -0.3262)
O (-2.1829, -0.2244, 0.7294)
H (-0.9390, -1.4778, 2.5463)
H (0.1574, -2.2980, 3.6402)
H (-0.6443, -3.1279, 2.3923)
H (1.8327, -2.8274, 1.9174)
H (1.7352, -1.0428, 2.3044)
H (0.8920, -2.5309, -0.2871)
H (2.8927, -0.5343, 0.5061)
H (2.3621, -0.5937, -1.1580)
H (3.1990, -2.0296, -0.4122)
H (0.0973, -0.1874, -0.9976)
H (0.2440, 0.5124, 1.8258)
H (0.8932, 3.2695, -0.8574)
H (0.3920, 1.3626, -2.7505)
H (1.8319, 1.9436, -2.1693)
H (-1.6466, 3.3834, -0.7472)
H (-1.0415, 3.1237, -2.5345)
H (-2.2567, -0.1541, -2.3237)
H (-2.8925, -0.8378, 0.8325)

***

What is the stability order? It is <x>, <w>, from most stable to least stable.

***

<w>
The following is a DFT calculation (ωB97M-V/def2-TZVPD) of a single C18H20N2O5S molecule.

Results
LUMO (eV): 0.72
HOMO level (eV): -8.91
Gap between HOMO and LUMO (Eh): 0.35380

Atoms and positions in Å:
C (-6.0965, -2.6499, -1.2457)
C (-6.5533, -1.2831, -0.7590)
O (-5.7205, -0.8055, 0.3037)
C (-4.5875, -0.1936, -0.0379)
O (-4.2357, 0.0156, -1.1663)
C (-3.8406, 0.2388, 1.2196)
N (-2.4826, 0.6343, 0.9807)
C (-2.1382, 1.7923, 0.1759)
C (-0.6548, 1.6044, -0.0533)
C (0.3841, 2.6901, -0.1809)
C (1.4386, 2.0798, -0.7076)
C (1.0057, 0.6450, -0.9360)
O (-0.3732, 0.7857, -1.1855)
C (0.9892, -0.0637, 0.4740)
C (2.3058, 0.1200, 1.2035)
O (2.5405, 1.0657, 1.9250)
N (3.2072, -0.8543, 0.9481)
C (4.5757, -0.7805, 1.4080)
C (5.5212, -0.5844, 0.2663)
C (5.3240, 0.1391, -0.8691)
C (6.4338, 0.1093, -1.7439)
C (7.4570, -0.6370, -1.2606)
S (7.0866, -1.3251, 0.2719)
C (-0.1723, 0.6913, 1.1165)
C (-1.4330, -0.0788, 1.4591)
O (-1.5201, -1.1132, 2.0809)
H (-6.0775, -3.3559, -0.4192)
H (-6.7802, -3.0120, -2.0081)
H (-5.0990, -2.5780, -1.6719)
H (-7.5564, -1.3298, -0.3309)
H (-6.5289, -0.5591, -1.5799)
H (-3.8154, -0.6033, 1.9179)
H (-4.4056, 1.0601, 1.6789)
H (-2.6829, 1.7713, -0.7699)
H (-2.3503, 2.7230, 0.7157)
H (0.2749, 3.6929, 0.1782)
H (2.4195, 2.4626, -0.9054)
H (1.5037, 0.0885, -1.7259)
H (0.7490, -1.1201, 0.3420)
H (2.9744, -1.5969, 0.3081)
H (4.6167, 0.0735, 2.0946)
H (4.8380, -1.6878, 1.9618)
H (4.4164, 0.6795, -1.0716)
H (6.4634, 0.6236, -2.6876)
H (8.4133, -0.8293, -1.7041)
H (0.1660, 1.2548, 1.9899)

***

<x>
The following is a DFT calculation (ωB97M-V/def2-TZVPD) of a single C18H20N2O5S molecule.

Results
LUMO (eV): 0.31
HOMO level (eV): -8.62
Gap between HOMO and LUMO (Eh): 0.32814

Atoms and positions in Å:
C (-4.2047, -3.1875, -0.1804)
O (-3.2388, -2.1615, -0.1644)
C (-3.6648, -0.8658, -0.0216)
C (-4.9986, -0.5156, 0.0940)
C (-5.4169, 0.8089, 0.2342)
C (-6.8737, 1.0507, 0.3493)
C (-7.3191, 2.4825, 0.5188)
O (-7.6715, 0.1382, 0.3108)
C (-4.4552, 1.8142, 0.2570)
C (-3.1233, 1.4806, 0.1441)
C (-2.6986, 0.1599, 0.0062)
O (-1.3478, 0.0281, -0.0938)
C (-0.7260, -1.2352, -0.1618)
C (0.7414, -0.9925, -0.2563)
C (1.4663, 0.0801, -0.6840)
C (2.8164, -0.3353, -0.5265)
C (3.9533, 0.5496, -0.8998)
O (3.6999, 1.6349, -1.3997)
N (5.2250, 0.1342, -0.7076)
C (5.6577, -1.0525, -0.0080)
C (6.1922, -0.7009, 1.3770)
S (7.6750, 0.3499, 1.2482)
C (6.9080, 1.6519, 0.2306)
C (6.2970, 1.0565, -1.0304)
N (2.8550, -1.5557, -0.0448)
O (1.5798, -1.9690, 0.1263)
H (-3.6400, -4.1117, -0.2945)
H (-4.8943, -3.0768, -1.0221)
H (-4.7710, -3.2207, 0.7547)
H (-5.7727, -1.2663, 0.0777)
H (-6.9976, 3.0777, -0.3327)
H (-6.8852, 2.9035, 1.4229)
H (-8.4031, 2.5138, 0.5912)
H (-4.7294, 2.8507, 0.3623)
H (-2.3581, 2.2404, 0.1598)
H (-1.0616, -1.7954, -1.0448)
H (-0.9384, -1.8395, 0.7286)
H (1.1224, 1.0213, -1.0524)
H (4.8195, -1.7435, 0.0833)
H (6.4563, -1.5229, -0.5927)
H (6.4980, -1.5967, 1.9126)
H (5.4415, -0.1648, 1.9591)
H (7.7006, 2.3551, -0.0160)
H (6.1474, 2.1532, 0.8303)
H (5.8736, 1.8531, -1.6472)
H (7.0646, 0.5208, -1.5978)

***

What is the stability order? It is <w>, <x>, from most stable to least stable.